# 1
The following is a quantum chemistry calculation of an isolated ion of composition C4H4Cl2NS and charge +1 at a distorted geometry, from the Open Molecules 2025 dataset.

## Properties
total charge: +1
energy above the lowest of the compared OMol25 structures with the same formula, charge and spin: 0.0 kJ/mol
HOMO: -14.032 eV
gap between HOMO and LUMO: 9.12 eV
E: -1527.85215 a.u.

Geometry as XYZ:
```
12
Properties=species:S:1:pos:R:3:forces:R:3:mulliken_charge:R:1
C 1.710 -0.460 0.960 -0.9151 0.2515 0.3884 -0.147
C 0.717 -1.371 0.862 -2.2632 0.5576 -1.2221 0.022
C -0.466 -0.776 0.094 3.4095 -0.3106 1.7194 0.478
C -0.954 1.356 -1.099 -3.0499 0.0205 1.7749 -0.723
N -0.203 0.479 -0.189 0.5053 0.7424 0.1057 0.033
S 1.313 1.070 0.342 -0.6904 -0.7868 -0.3157 0.160
Cl 0.672 -2.927 1.554 0.0113 0.3286 -0.2986 -0.107
Cl -1.848 -1.529 -0.377 -0.5915 -0.4870 -0.0757 -0.059
H 2.558 -0.538 1.585 0.9304 -0.2767 0.2711 0.438
H -0.235 2.053 -1.462 0.2005 0.2355 -1.1743 0.291
H -1.497 0.619 -1.752 0.6919 1.4978 -0.0872 0.322
H -1.766 2.023 -0.517 1.7611 -1.7729 -1.0858 0.292
```
Forces are in eV/Å.

# 2
The following is a quantum chemistry calculation of a single C5H4 molecule at a distorted geometry, from the Open Molecules 2025 dataset.

## Properties
total charge: 0
energy above the lowest of the compared OMol25 structures with the same formula, charge and spin: 165.5 kJ/mol
SMILES string: C#CC1=CC1
HOMO: -8.609 eV
gap between HOMO and LUMO: 9.19 eV
E: -192.73111 a.u.

Geometry as XYZ:
```
9
Properties=species:S:1:pos:R:3:forces:R:3:mulliken_charge:R:1
C 2.460 -0.004 -0.068 0.1086 -0.2361 0.2218 -0.272
C 1.260 -0.058 0.001 2.5029 0.9115 -0.0501 0.009
C -1.143 -0.806 -0.278 3.2644 1.7231 1.9148 -0.470
C -0.087 0.006 0.019 -2.7593 -4.3776 -2.6367 0.100
C -1.369 0.601 0.216 -1.4323 1.0714 -0.3159 -0.525
H 3.526 -0.025 -0.064 -0.1364 0.0182 -0.0766 0.399
H -1.379 -1.832 -0.488 -0.3636 0.0948 0.0994 0.355
H -1.826 1.184 -0.582 0.1769 0.8912 0.5534 0.190
H -1.442 0.934 1.243 -1.3612 -0.0964 0.2900 0.215
```
Forces are in eV/Å.

# 3
The following is a quantum chemistry calculation of C35H65BGeLuN6 as an isolated structure at a distorted geometry, from the Open Molecules 2025 dataset.

## Properties
total charge: +3
energy above the lowest of the compared OMol25 structures with the same formula, charge and spin: 173.0 kJ/mol
HOMO (spin up / spin down): -16.861 / -17.087 eV
gap between HOMO and LUMO (spin up / spin down): 5.39 / 4.12 eV
E: -5037.46613 a.u.

Geometry as XYZ:
```
109
Properties=species:S:1:pos:R:3:forces:R:3:mulliken_charge:R:1
Lu -2.378 -18.781 3.308 -0.5615 -0.2355 1.5335 0.623
C -4.101 -16.081 5.912 0.6974 1.5430 -0.3495 -1.442
C -4.717 -16.043 4.505 0.9037 -1.6471 -0.1572 1.587
C -5.889 -15.089 4.421 -0.4813 1.9501 -0.9550 -1.630
C -3.582 -15.743 3.497 -0.9413 0.5059 0.2928 -1.085
C -3.249 -14.551 2.841 0.4256 -1.2701 -0.2521 -0.077
C -2.070 -14.850 2.110 -0.7866 -0.3546 1.0598 0.062
C -1.243 -13.832 1.405 0.9558 -0.3762 -0.0543 0.866
C -1.410 -12.499 2.143 0.1422 0.5603 0.7593 -1.462
C -1.680 -13.715 -0.046 -1.2540 -1.6919 -0.6825 -1.241
N -1.742 -16.160 2.318 -0.3849 -0.3733 -0.5494 -0.646
N -2.695 -16.715 3.194 -0.0767 1.3854 -0.5964 0.651
B -0.759 -17.108 1.486 0.8239 1.2203 1.1640 0.831
N -1.528 -18.196 0.611 1.2336 -1.1022 -2.1301 0.843
N -2.650 -18.858 1.148 -0.6293 -1.4954 -3.9585 -0.434
C -3.200 -19.584 0.121 -1.2262 0.8682 2.1613 -0.183
C -2.395 -19.497 -1.024 1.1063 -0.8457 -0.8342 -0.447
C -1.249 -18.687 -0.637 -0.2236 3.3686 1.5990 -0.208
C -0.115 -18.167 -1.527 -1.6876 -1.9427 1.0680 1.125
C 0.727 -19.448 -1.718 0.2667 0.2967 0.2123 -1.508
C -0.728 -17.605 -2.790 -0.4033 0.3506 -1.2049 -1.224
C -4.558 -20.212 0.312 -0.0357 -2.0751 0.6204 0.915
C -5.172 -20.888 -0.966 -0.4798 0.7460 0.9152 -1.663
C -5.514 -19.186 0.936 -1.7743 -0.5064 -0.1875 -0.679
N 0.193 -17.888 2.557 -0.3130 -0.3000 -1.2023 1.011
N -0.321 -18.589 3.655 1.3336 0.6949 0.8653 -0.915
C 0.753 -18.946 4.466 -0.4928 0.4254 -2.7838 -1.159
C 1.925 -18.622 3.763 0.0619 -0.8458 1.0298 -0.319
C 1.529 -18.016 2.560 0.0603 -0.0457 0.9679 -0.720
C 2.458 -17.612 1.486 0.4664 0.1786 -0.5373 1.372
C 3.237 -18.907 1.020 -0.8530 0.1067 0.8345 -1.339
C 3.418 -16.519 1.997 0.5082 0.4865 -1.0129 -1.415
C 0.523 -19.698 5.722 1.2143 -0.0978 -0.5870 2.936
C 1.919 -20.148 6.175 -1.2044 0.1152 2.6747 -2.258
C -0.205 -18.844 6.758 1.5715 0.5661 0.3085 -1.214
H -4.801 -16.446 6.629 -0.5851 -0.1107 0.5462 0.448
H -3.778 -15.036 6.193 -0.3039 -1.1319 -0.1019 0.345
H -3.224 -16.722 5.946 0.2523 -0.1124 0.0319 0.305
H -5.013 -17.148 4.308 -0.0147 1.5170 -0.0630 -0.427
H -5.703 -14.081 4.910 0.1734 -1.3084 -0.2362 0.320
H -6.852 -15.429 4.828 0.5569 -0.2833 -0.0454 0.380
H -6.066 -14.788 3.359 -0.0937 -0.4825 0.6466 0.427
H -3.788 -13.602 2.827 0.2997 -0.5474 0.2722 0.489
H -0.180 -14.202 1.493 -0.8779 0.6059 -0.2839 -0.034
H -2.485 -12.175 2.150 1.1078 -0.2053 0.0151 0.294
H -0.827 -11.705 1.659 -0.2043 -0.2726 -0.0367 0.432
H -1.013 -12.563 3.195 -0.6174 0.0116 -0.9348 0.357
H -2.750 -13.459 -0.145 0.4117 0.1307 0.2671 0.346
H -1.584 -14.653 -0.635 -0.0142 0.0245 0.6529 0.101
H -1.130 -13.056 -0.650 0.8846 1.4080 -0.3015 0.492
H -0.167 -16.346 0.748 -0.0546 -0.7563 0.4135 -0.150
H -2.466 -20.031 -2.001 -0.2383 0.5422 1.0710 0.538
H 0.388 -17.449 -0.912 0.5523 0.4740 -0.1009 0.004
H 0.241 -20.178 -2.361 -0.2531 -0.1440 0.1659 0.408
H 0.978 -19.862 -0.728 -0.0036 -0.1232 -0.5171 0.345
H 1.642 -19.199 -2.231 0.4485 0.1731 -0.0857 0.453
H -1.560 -18.214 -3.208 0.5784 0.0823 0.2892 0.293
H 0.015 -17.523 -3.600 -0.1415 -0.0979 0.4016 0.438
H -1.158 -16.608 -2.658 0.1537 -0.0771 0.2121 0.269
H -4.377 -21.065 1.056 -0.2499 1.0811 -0.5985 -0.104
H -5.381 -20.028 -1.602 -0.3084 -0.4071 -0.5620 0.424
H -6.114 -21.488 -0.783 0.9884 1.0610 0.1716 0.351
H -4.508 -21.585 -1.442 0.5514 -0.1671 -0.2709 0.473
H -5.935 -18.438 0.205 0.6052 -0.7962 0.6337 0.356
H -5.063 -18.660 1.756 0.3777 0.5280 0.4209 0.002
H -6.389 -19.721 1.408 0.7728 0.4597 -0.7454 0.286
H 2.959 -18.923 4.081 -1.3350 0.6808 -0.5174 0.526
H 1.845 -17.187 0.646 0.7455 -0.4438 0.5778 -0.119
H 3.960 -19.287 1.786 -0.4464 0.6390 -0.7574 0.326
H 3.669 -18.840 0.028 0.3774 0.3941 0.1087 0.387
H 2.470 -19.671 0.940 -0.0211 -0.4633 -0.0465 0.359
H 4.110 -16.854 2.796 -0.6446 0.0573 -0.3378 0.310
H 2.872 -15.591 2.317 0.6080 -0.8224 -0.3164 0.328
H 4.062 -16.315 1.100 -0.4254 0.3347 0.9656 0.444
H -0.027 -20.600 5.418 -0.1617 0.1387 0.3713 -0.739
H 2.564 -19.301 6.394 0.0799 0.1403 -0.1709 0.530
H 2.392 -20.833 5.528 0.4896 -0.6867 -0.9164 0.485
H 1.777 -20.656 7.158 0.2902 0.1681 -0.6767 0.428
H 0.187 -17.801 6.756 -0.6482 -0.4900 -0.4265 0.365
H 0.089 -19.149 7.754 -0.2732 -0.5178 0.2889 0.463
H -1.267 -18.916 6.668 -0.8376 0.3209 -0.0349 0.110
C -0.419 -22.963 6.817 0.9801 0.2787 -2.0505 -1.136
C -1.508 -23.071 5.761 -0.5069 0.1837 0.3677 -0.185
C -2.877 -22.826 6.391 -1.6394 -0.9970 -1.3350 -0.832
C -3.496 -21.429 6.365 2.6222 0.9281 -0.5648 -0.724
Ge -3.962 -20.760 4.532 -1.9229 -2.8025 1.7656 -0.090
C -5.960 -20.619 4.791 -0.8652 2.9572 0.0006 -0.672
C -6.558 -21.969 5.131 -0.0952 -0.5983 0.2093 -0.307
C -7.727 -22.311 4.154 0.5666 1.7558 0.7467 -0.445
C -8.479 -23.498 4.652 0.3237 -1.4750 0.4089 -1.352
H 0.582 -23.295 6.395 -1.0883 0.6689 0.7596 0.282
H -0.677 -23.540 7.659 -0.0849 -0.8541 0.9948 0.468
H -0.452 -21.919 7.104 0.6729 0.2281 0.4353 0.228
H -1.513 -24.014 5.240 0.0883 -0.5010 0.0200 0.429
H -1.369 -22.334 4.976 0.2680 0.4390 -0.4313 -0.009
H -2.843 -23.070 7.440 -0.0231 -0.5069 0.4298 0.622
H -3.626 -23.524 5.875 0.8826 0.7860 0.9606 0.131
H -2.761 -20.678 6.761 -0.5240 -0.6297 0.0959 0.505
H -4.350 -21.401 7.016 -0.7357 0.3453 -0.0349 0.549
H -3.992 -22.050 3.612 0.5949 0.4637 -0.1627 0.096
H -6.347 -20.204 3.839 -0.0477 -0.2668 0.5507 0.350
H -6.164 -19.830 5.603 0.4165 -1.1386 -1.2309 0.491
H -6.939 -21.917 6.184 0.4034 -0.1247 -0.7872 0.370
H -5.864 -22.824 5.094 0.1009 0.1794 0.1020 0.095
H -7.345 -22.414 3.144 0.1532 -0.2422 -0.2262 0.263
H -8.330 -21.379 4.147 -0.1452 -0.6589 -0.0724 0.392
H -7.883 -24.454 4.567 -0.5428 1.0131 0.0157 0.325
H -9.388 -23.627 4.086 -0.3250 -0.1435 -0.0978 0.396
H -8.740 -23.391 5.716 -0.0408 0.0233 -0.3403 0.343
```
Forces are in eV/Å.

# 4
The following is a quantum chemistry calculation of a 2-piece molecular cluster, C10H9NO3 overall at a distorted geometry, from the Open Molecules 2025 dataset.

## Properties
total charge: 0
energy above the lowest of the compared OMol25 structures with the same formula, charge and spin: 0.0 kJ/mol
SMILES string: OCn1ccc2ccccc21.O=C=O
HOMO: -7.824 eV
gap between HOMO and LUMO: 8.34 eV
E: -666.93717 a.u.

Geometry as XYZ:
```
23
Properties=species:S:1:pos:R:3:forces:R:3:mulliken_charge:R:1
C 2.091 -2.125 -0.557 0.3897 0.0643 0.8113 -0.659
C 1.664 -1.350 -1.610 -0.8155 1.4187 0.1581 -0.672
C 1.756 -1.722 0.715 0.1413 -2.6881 2.9802 -0.347
C 0.868 -0.228 -1.397 1.2654 -2.0991 1.1037 -0.482
C 0.932 -0.651 0.996 -0.1189 0.4610 -1.2615 0.729
C 0.537 0.105 -0.111 -0.4285 0.8339 -0.9097 0.375
C 0.272 -0.075 2.104 -0.3572 1.3680 -1.7912 -1.328
C -0.414 1.024 1.623 -0.0840 -0.1978 3.1549 -0.229
C -3.358 -1.044 0.187 0.6995 0.3644 -0.6765 0.691
C -0.999 2.104 -0.589 -0.0813 -3.7772 -0.8636 -0.490
N -0.262 1.154 0.293 -0.6235 1.1946 -0.2775 0.217
O -2.363 -1.220 -0.360 1.0812 -0.4979 -0.4114 -0.337
O -4.357 -0.786 0.675 -1.7578 0.1473 1.0969 -0.363
O -0.148 2.872 -1.323 0.5098 0.4982 -1.1781 -0.503
H 2.670 -3.024 -0.654 0.1955 -0.1262 -0.3134 0.411
H 1.886 -1.451 -2.632 0.5527 -1.0231 -1.0580 0.418
H 1.979 -2.415 1.625 -0.0288 1.1998 -1.7774 0.205
H 0.490 0.167 -2.258 -0.9812 1.8042 -1.8651 0.477
H 0.357 -0.393 3.071 0.0428 -0.5032 2.3470 0.564
H -0.914 1.741 2.313 0.1363 -0.4557 -1.1719 0.339
H -1.496 1.324 -1.318 0.3185 2.0844 1.0417 0.284
H -1.695 2.724 -0.044 -0.3824 -0.3378 0.5399 0.370
H 0.503 3.268 -0.749 0.3265 0.2674 0.3216 0.331
```
Forces are in eV/Å.